Model a:
ORCA calculation (ωB97M-V/def2-TZVPD) on a molecular structure, C43H44AuN5O2SSe2.

Structure (XYZ):
```
98
Properties=species:S:1:pos:R:3
Au 0.066 1.099 1.778
Se 1.565 0.063 5.125
Se 1.840 2.200 4.331
C 2.969 1.557 2.914
C 4.341 1.679 2.987
C 5.107 1.105 1.980
C 4.467 0.444 0.948
C 3.083 0.385 0.946
N 2.340 0.931 1.910
C -0.135 -0.523 4.471
C -0.760 -1.322 5.427
C -1.943 -1.970 5.143
C -2.486 -1.783 3.885
C -1.835 -0.960 2.995
N -0.673 -0.322 3.251
H 4.797 2.190 3.823
H 6.187 1.170 2.013
H 5.018 -0.022 0.145
H 2.559 -0.125 0.154
H -0.304 -1.408 6.404
H -2.430 -2.587 5.886
H -3.411 -2.250 3.581
H -2.258 -0.811 2.023
C 4.671 2.025 -2.386
O 3.545 1.160 -2.262
C 3.154 0.478 -3.363
C 3.873 0.400 -4.549
C 3.386 -0.356 -5.607
C 2.188 -1.045 -5.504
C 1.459 -0.958 -4.328
C 1.930 -0.191 -3.276
N 1.166 -0.146 -2.065
C 0.777 0.872 -1.342
C 0.837 2.262 -1.551
C 1.025 2.824 -2.847
C 0.948 4.165 -3.058
C 0.681 5.018 -1.968
C 0.490 4.523 -0.708
C 0.575 3.138 -0.447
O 0.437 2.814 0.819
H 4.750 2.548 -1.437
H 4.516 2.748 -3.188
H 5.586 1.458 -2.570
H 4.816 0.917 -4.652
H 3.961 -0.409 -6.522
H 1.819 -1.635 -6.330
H 0.508 -1.469 -4.229
H 0.900 -1.053 -1.680
H 0.298 0.534 -0.437
H 1.193 2.164 -3.685
H 1.070 4.571 -4.052
H 0.613 6.086 -2.132
H 0.275 5.172 0.130
C 0.316 -3.464 -2.191
N 0.083 -4.203 -0.963
C -0.843 -5.328 -1.104
C 0.374 -3.664 0.241
S 0.692 -2.003 0.437
N 0.423 -4.500 1.296
C 0.471 -3.977 2.653
C 0.897 -5.881 1.168
H 0.350 -4.175 -3.014
H 1.270 -2.942 -2.138
H -0.487 -2.742 -2.383
H -1.631 -5.039 -1.802
H -1.304 -5.559 -0.149
H -0.348 -6.218 -1.492
H -0.204 -3.132 2.752
H 1.481 -3.655 2.921
H 0.156 -4.769 3.331
H 1.282 -6.057 0.169
H 0.112 -6.605 1.387
H 1.711 -6.028 1.877
C -5.988 -0.488 -1.625
C -4.827 -1.121 -2.043
C -3.619 -0.806 -1.444
C -3.547 0.154 -0.432
C -4.725 0.774 -0.008
C -5.933 0.451 -0.603
C -2.217 0.398 0.156
C -1.842 1.311 1.045
C -2.449 2.565 1.484
C -2.515 2.908 2.835
C -3.086 4.108 3.225
C -3.583 4.982 2.268
C -3.502 4.658 0.919
C -2.932 3.459 0.525
H -6.935 -0.730 -2.088
H -4.864 -1.859 -2.833
H -2.711 -1.310 -1.760
H -4.704 1.502 0.791
H -6.839 0.936 -0.266
H -1.494 -0.371 -0.113
H -2.119 2.232 3.585
H -3.144 4.363 4.275
H -4.028 5.920 2.572
H -3.881 5.343 0.172
H -2.865 3.204 -0.525
```

Values from the calculation:
Charge: +2
Lowest unoccupied orbital energy, eV: -5.7
HOMO-LUMO gap, eV: 6.94

=====

Model b:
ORCA calculation (ωB97M-V/def2-TZVPD) on a molecular structure, C43H44AuN5O2SSe2.

Structure (XYZ):
```
98
Properties=species:S:1:pos:R:3
Au -0.003 0.091 0.407
Se 2.031 -0.477 3.681
Se 2.471 1.172 2.143
C 3.081 -0.034 0.756
C 4.411 -0.415 0.699
C 4.789 -1.352 -0.251
C 3.832 -1.847 -1.123
C 2.528 -1.407 -0.999
N 2.154 -0.527 -0.066
C 0.102 -0.352 3.845
C -0.391 -0.295 5.143
C -1.761 -0.257 5.335
C -2.589 -0.318 4.226
C -2.011 -0.402 2.974
N -0.689 -0.399 2.775
H 5.121 0.012 1.392
H 5.813 -1.699 -0.300
H 4.089 -2.567 -1.887
H 1.743 -1.786 -1.637
H 0.299 -0.279 5.975
H -2.171 -0.184 6.333
H -3.666 -0.301 4.320
H -2.625 -0.484 2.087
C 4.973 2.694 -2.019
O 3.818 2.047 -2.541
C 3.788 1.775 -3.862
C 4.909 1.886 -4.679
C 4.857 1.535 -6.016
C 3.679 1.056 -6.566
C 2.558 0.947 -5.767
C 2.578 1.322 -4.426
N 1.376 1.102 -3.692
C 0.877 1.685 -2.610
C 1.162 2.951 -2.110
C 1.595 3.989 -2.979
C 1.723 5.269 -2.542
C 1.460 5.570 -1.186
C 1.070 4.602 -0.307
C 0.919 3.240 -0.707
O 0.647 2.368 0.192
H 4.749 2.902 -0.974
H 5.163 3.635 -2.538
H 5.852 2.050 -2.086
H 5.845 2.230 -4.263
H 5.745 1.628 -6.626
H 3.632 0.784 -7.611
H 1.628 0.584 -6.191
H 0.824 0.349 -4.076
H 0.116 1.106 -2.085
H 1.755 3.755 -4.025
H 2.008 6.055 -3.226
H 1.567 6.593 -0.847
H 0.884 4.831 0.734
C 0.145 -5.143 -2.097
N -0.215 -5.653 -0.785
C -1.002 -6.882 -0.821
C -0.116 -4.879 0.317
S 0.149 -3.195 0.184
N -0.213 -5.452 1.531
C -0.377 -4.648 2.733
C 0.161 -6.839 1.790
H 0.306 -5.990 -2.763
H 1.060 -4.561 -2.032
H -0.644 -4.510 -2.512
H -1.715 -6.817 -1.644
H -1.565 -7.007 0.098
H -0.373 -7.758 -0.986
H -1.001 -3.784 2.529
H 0.587 -4.297 3.111
H -0.854 -5.265 3.495
H 0.678 -7.266 0.936
H -0.706 -7.454 2.038
H 0.843 -6.860 2.640
C -6.354 -2.516 -0.643
C -5.364 -3.005 -1.486
C -4.104 -2.439 -1.472
C -3.815 -1.357 -0.632
C -4.820 -0.878 0.218
C -6.077 -1.450 0.205
C -2.451 -0.838 -0.656
C -1.981 0.294 -0.120
C -2.586 1.567 0.115
C -2.209 2.401 1.189
C -2.816 3.623 1.374
C -3.797 4.057 0.486
C -4.152 3.268 -0.607
C -3.550 2.048 -0.802
H -7.336 -2.968 -0.646
H -5.578 -3.832 -2.150
H -3.331 -2.818 -2.131
H -4.609 -0.064 0.900
H -6.849 -1.072 0.861
H -1.734 -1.541 -1.087
H -1.443 2.072 1.877
H -2.528 4.253 2.205
H -4.285 5.009 0.645
H -4.896 3.620 -1.309
H -3.823 1.434 -1.651
```

Values from the calculation:
Charge: +2
Lowest unoccupied orbital energy, eV: -7.6
HOMO-LUMO gap, eV: 4.73

=====

Most stable to least stable: model a, model b

=====

Model a:
ORCA calculation (ωB97M-V/def2-TZVPD) on a gas-phase ion, C7H12 (charge -1).

Structure (XYZ):
```
19
Properties=species:S:1:pos:R:3
C 0.190 1.224 -1.935
C 0.313 1.764 -0.522
C -0.522 1.046 0.561
C -0.588 -0.487 0.562
C -1.621 -1.072 1.278
C 1.592 -1.587 0.531
C 0.451 -1.281 -0.090
H 0.253 0.141 -1.971
H -0.782 1.511 -2.329
H 0.983 1.558 -2.613
H 0.102 2.839 -0.497
H 1.351 1.769 -0.192
H -0.010 1.323 1.504
H -1.550 1.407 0.519
H -2.321 -0.526 1.895
H -1.908 -2.096 1.052
H 1.740 -1.260 1.556
H 2.411 -2.100 0.034
H 0.172 -1.740 -1.067
```

Values from the calculation:
Charge: -1
Expectation value of S²: 0.75
Lowest unoccupied orbital energy (alpha / beta), eV: 4.2 / 4.1
Spin multiplicity: 2
HOMO-LUMO gap (alpha / beta), eV: 3.10 / 7.58

=====

Model b:
ORCA calculation (ωB97M-V/def2-TZVPD) on a gas-phase ion, C7H12 (charge -1).

Structure (XYZ):
```
19
Properties=species:S:1:pos:R:3
C 3.049 0.520 0.035
C 1.607 0.952 -0.324
C 0.737 -0.274 -0.523
C -0.337 -0.356 -1.525
C -2.720 -0.262 1.601
C -1.786 -0.945 0.529
C -0.634 -0.202 0.070
H 3.344 -0.178 -0.756
H 2.963 -0.102 0.929
H 3.892 1.217 0.078
H 1.168 1.551 0.483
H 1.674 1.453 -1.307
H -0.436 -1.179 -2.222
H -0.344 0.609 -2.030
H -2.591 0.427 0.719
H -2.365 0.336 2.478
H -3.727 -0.079 1.993
H -1.719 -2.001 0.852
H -0.913 0.878 0.079
```

Values from the calculation:
Charge: -1
Expectation value of S²: 0.76
Lowest unoccupied orbital energy (alpha / beta), eV: 4.2 / 4.2
Spin multiplicity: 2
HOMO-LUMO gap (alpha / beta), eV: 5.70 / 5.58

=====

Most stable to least stable: model a, model b